Model P:
Formula: C4H6N
Source: the Open Molecules 2025 dataset
Level of theory: wB97M-V/def2-TZVPD

Structure (XYZ):
```
11
C4H6N | the Open Molecules 2025 dataset | wB97M-V/def2-TZVPD
C 2.461 -0.354 -1.084
C -0.934 -0.330 -0.294
C -0.653 0.039 1.139
C 0.189 0.588 -0.747
N 1.420 0.146 -0.786
H 3.333 -0.756 -1.232
H -0.643 -1.317 -0.504
H -1.950 -0.021 -0.723
H -1.132 0.851 1.501
H 0.168 -0.636 1.668
H -0.119 1.683 -0.856
```

## Properties
- HOMO (alpha / beta) (eV) = -13.651 / -13.671
- charge = +1
- gap between HOMO and LUMO (alpha / beta) (eV) = 7.84 / 7.94

---

Model Q:
Formula: C4H6N
Source: the Open Molecules 2025 dataset
Level of theory: wB97M-V/def2-TZVPD

Structure (XYZ):
```
11
C4H6N | the Open Molecules 2025 dataset | wB97M-V/def2-TZVPD
C -1.867 -0.066 -0.004
C -0.942 0.246 -0.961
C -0.639 -0.238 0.946
C 1.585 -0.022 0.013
N 0.194 -0.012 0.049
H -2.940 -0.151 0.075
H -0.820 0.622 -1.976
H -0.459 -0.502 1.926
H 1.966 -0.225 0.993
H 1.944 1.064 -0.321
H 1.977 -0.717 -0.741
```

## Properties
- HOMO (eV) = -14.888
- charge = +1
- gap between HOMO and LUMO (eV) = 8.80

---

Model R:
Formula: C4H6N
Source: the Open Molecules 2025 dataset
Level of theory: wB97M-V/def2-TZVPD

Structure (XYZ):
```
11
C4H6N | the Open Molecules 2025 dataset | wB97M-V/def2-TZVPD
C -0.500 -0.582 -0.029
C 0.797 -1.229 0.062
C 0.752 0.271 -0.014
C -1.804 0.485 0.112
N -1.687 -0.913 -0.071
H 0.942 -1.810 0.914
H 1.139 -1.587 -0.842
H 0.922 0.901 0.754
H 0.938 0.652 -0.993
H -2.229 0.854 1.044
H -1.881 1.191 -0.784
```

## Properties
- HOMO (eV) = -16.436
- charge = +1
- gap between HOMO and LUMO (eV) = 10.23

---

Relative energies, in hartree, with the most stable structure set to zero: model P 0.0449; model Q 0.0000; model R 0.0611.